Here is 10 unconnected molecules or ions with the total composition C17H39Cl4F12N4O9S in a non-equilibrium geometry from the Open Molecules 2025 dataset. Energies are from ωB97M-V/def2-TZVPD.

XYZ file:
```
86
Properties=species:S:1:pos:R:3
Cl 0.079 -3.666 2.518
H -0.841 5.485 -3.469
H -0.826 -0.240 3.627
C -0.866 -2.185 2.656
H -1.004 3.726 -3.214
O -4.690 5.440 0.533
H 4.109 3.622 -1.321
C -4.954 6.070 2.792
F 3.384 -7.694 0.226
H 3.137 3.862 -2.661
C -0.356 4.592 -3.084
H 1.001 1.346 3.120
H -2.649 -2.644 -4.565
H -1.866 -2.371 3.050
H 2.871 -1.934 1.074
H 2.623 -3.477 -3.730
C 1.993 -3.695 -1.676
H -2.397 -0.940 -4.854
F -0.848 0.794 -1.755
H 5.054 0.830 2.208
C -3.632 -3.898 -0.192
O 2.722 -5.092 0.597
Cl -0.272 -1.831 5.291
O 1.612 -0.657 0.631
S 0.761 0.500 0.297
C -4.548 5.098 1.667
O 2.725 -4.902 -1.617
N 3.368 -2.626 1.673
O -3.024 -2.119 -1.712
H 2.009 0.949 4.332
H 3.494 0.722 1.808
H 2.589 -2.869 -1.264
H 2.731 2.720 -1.453
O -4.603 -3.613 -2.319
H 0.751 -1.003 3.286
O 0.146 1.086 1.478
H -4.260 -1.403 -3.198
H 4.413 1.994 1.205
F -3.439 -5.201 -0.402
F 5.111 -6.479 -0.453
H -1.440 3.223 1.963
F -6.106 5.652 3.336
C -0.279 -1.181 3.622
H 2.976 -3.559 1.403
F -5.180 7.275 2.290
Cl 0.925 6.173 -1.290
C -2.402 -1.706 -4.076
H -1.348 -1.705 -3.773
H -2.959 -0.264 -2.631
C -3.753 -3.230 -1.581
H 1.074 -3.733 -1.087
N 4.405 0.999 1.430
H -1.538 2.687 0.319
H 1.449 -2.318 -3.266
C -1.984 3.381 1.031
H 3.274 -2.315 2.634
F -2.600 -3.414 0.516
C -0.043 4.726 -1.621
H 4.067 2.461 -2.460
Cl 1.083 4.362 -4.106
N 3.494 3.165 -1.994
F -4.744 -3.814 0.530
H -3.949 3.011 0.193
C 3.004 -5.529 -0.504
C -3.237 -1.292 -2.839
H 4.328 -2.614 1.329
H -0.978 4.912 -1.095
O 1.527 1.510 -0.460
F -4.014 6.151 3.726
C 3.855 -6.838 -0.668
N 1.432 1.720 3.995
H 0.725 2.060 4.651
F -0.054 -1.211 -1.447
H -3.535 2.107 1.662
C 1.720 -3.365 -3.126
H -0.976 -1.796 1.646
F -1.605 -0.489 -0.141
H 2.071 2.460 3.707
O -4.210 3.866 2.089
H 0.431 3.858 -1.166
H -1.849 4.403 0.675
C -3.463 3.076 1.165
F 3.718 -7.416 -1.851
C -0.574 -0.142 -0.874
H 4.658 0.404 0.640
H 0.997 -4.005 -3.628
```

Output
energy relative to the best compared isomer or geometry (same formula, charge and spin): 0.0 kJ/mol
total charge: +3
electronic energy: -5003.73098 Ha
lowest unoccupied orbital energy: -10.6 eV

=====

Here is C12H16N2 in the gas phase in a non-equilibrium geometry from the Open Molecules 2025 dataset. Energies are from ωB97M-V/def2-TZVPD.

XYZ file:
```
30
Properties=species:S:1:pos:R:3
N -0.986 -1.210 -1.885
H 1.271 2.291 -2.891
C -2.240 0.927 1.492
C -1.962 -0.299 0.828
C 0.402 0.470 -0.604
C -2.272 -1.684 -1.270
C -0.163 -0.468 -1.356
C 0.060 1.906 -0.978
H -0.563 -1.748 1.251
H 3.914 -0.267 1.246
H -1.047 -0.771 2.741
H -3.347 0.143 -0.846
C 1.387 0.156 0.363
C 1.217 2.599 -1.748
H -0.224 2.244 0.058
C -2.632 -0.619 -0.310
H 1.278 3.748 -1.749
H -2.914 -1.850 -2.039
H -2.098 -2.159 1.852
H 3.711 -1.962 1.219
C 3.228 -1.089 1.365
H 2.128 2.393 -1.392
H 1.762 -1.820 -0.166
C -1.378 -1.343 1.749
H 2.942 -1.116 2.408
N -2.233 2.009 1.900
H 1.638 1.103 0.773
H -2.163 -2.643 -0.966
C 2.058 -0.997 0.461
H -0.777 2.056 -1.506
```

Output
energy relative to the best compared isomer or geometry (same formula, charge and spin): 547.0 kJ/mol
total charge: 0
SMILES: C/C=C/C(=C=NC/C=C(\C)C#N)CC
electronic energy: -576.17166 Ha
lowest unoccupied orbital energy: 0.3 eV

=====

Here is C4H6Cl2O in the gas phase in a non-equilibrium geometry from the Open Molecules 2025 dataset. Energies are from ωB97M-V/def2-TZVPD.

XYZ file:
```
13
Properties=species:S:1:pos:R:3
C 0.550 -0.627 -0.582
Cl 1.948 -1.657 0.155
Cl -2.629 -0.618 -0.075
C -1.388 0.699 0.292
H 1.920 1.172 0.882
C -0.071 0.478 0.217
H 0.946 -0.105 -1.463
H 2.036 2.779 -0.639
H 0.384 2.098 1.720
H -1.874 1.383 0.849
C 0.833 1.567 0.605
O 1.077 2.497 -0.594
H 0.006 -1.326 -1.147
```

Output
energy relative to the best compared isomer or geometry (same formula, charge and spin): 220.5 kJ/mol
total charge: 0
SMILES: OC/C(=C/Cl)CCl
electronic energy: -1151.54489 Ha
lowest unoccupied orbital energy: 0.4 eV

=====

Here is a gas-phase ion, C6H6N (charge +1) in a non-equilibrium geometry from the Open Molecules 2025 dataset. Energies are from ωB97M-V/def2-TZVPD.

XYZ file:
```
13
Properties=species:S:1:pos:R:3
H 2.226 0.387 1.604
C 1.051 0.117 1.518
H -1.137 -2.492 -1.328
C -0.094 1.615 0.172
C 0.496 1.423 1.346
C -0.239 -0.867 -0.427
H 0.515 -0.441 2.358
C -0.850 1.761 -0.815
H -1.980 -0.701 -1.377
H 1.651 -0.519 -0.399
C -1.226 -1.331 -1.107
H -1.303 1.772 -1.760
N 0.889 -0.726 0.216
```

Output
energy relative to the best compared isomer or geometry (same formula, charge and spin): 529.1 kJ/mol
total charge: +1
electronic energy: -286.43373 Ha
lowest unoccupied orbital energy: -6.1 eV

=====

Here is a molecular structure, C14H22InNO4P in a non-equilibrium geometry from the Open Molecules 2025 dataset. Energies are from ωB97M-V/def2-TZVPD.

XYZ file:
```
43
Properties=species:S:1:pos:R:3
C 3.828 1.280 -0.647
H -4.969 -1.575 -2.374
H 6.966 0.763 -1.511
C -3.925 0.741 0.323
In 1.851 0.149 -0.447
C 1.557 -1.445 -2.030
C -4.167 -1.705 1.306
H -3.714 2.748 -0.229
O 3.352 -1.805 2.065
C -1.249 1.204 -0.301
P 1.786 -1.107 1.806
H 4.067 1.749 0.364
C 0.196 -2.250 -1.701
H -0.012 -2.538 -0.611
H 2.386 -2.250 -1.960
C 0.237 1.778 -0.536
H 0.352 2.231 -1.594
H 1.357 -0.439 4.187
H 0.494 2.618 0.193
O 6.272 1.101 -0.907
H 1.584 -1.065 -3.108
C -3.830 -0.217 1.548
H -1.781 1.254 -1.323
C -4.352 0.281 -1.108
H 5.019 -0.643 -0.776
C 5.016 0.396 -1.247
C 1.579 0.156 3.224
O -0.642 -2.612 -2.576
H -3.522 0.187 2.574
C -2.044 2.085 0.812
H 2.515 0.799 3.344
H -4.782 -3.265 -0.279
H -4.083 -2.400 2.219
C -4.565 -2.162 -0.113
O -1.486 2.629 1.791
C -4.684 -1.213 -1.325
H 4.938 0.357 -2.399
H 3.340 -2.094 3.006
H 0.643 0.770 2.964
H -1.209 0.137 0.108
H -4.376 1.067 -1.948
H 3.602 2.138 -1.392
N -3.544 2.164 0.605
```

Output
total charge: -1
electronic energy: -1433.65921 Ha
lowest unoccupied orbital energy: 2.7 eV

=====

Here is C4H9N3O2 in the gas phase in a non-equilibrium geometry from the Open Molecules 2025 dataset. Energies are from ωB97M-V/def2-TZVPD.

XYZ file:
```
18
Properties=species:S:1:pos:R:3
C -1.119 1.223 0.728
H 0.256 -2.430 -1.644
H -2.090 1.099 0.221
H -0.081 -2.530 1.998
H 1.393 -1.462 -0.646
H 0.868 -0.871 -2.211
N -0.061 0.806 -0.133
N -0.995 0.244 1.787
H 1.205 2.326 0.573
O -1.722 -0.716 -1.229
H 2.028 1.033 -0.267
H -1.012 2.218 1.171
N -0.976 -0.947 1.468
C 1.111 1.627 -0.264
H 1.052 2.210 -1.192
C 0.552 -1.429 -1.331
O 0.226 -1.667 1.690
C -0.633 -0.732 -0.721
```

Output
energy relative to the best compared isomer or geometry (same formula, charge and spin): 679.3 kJ/mol
total charge: 0
SMILES: CC(=O)N(C)C/N=N/O
electronic energy: -472.33489 Ha
lowest unoccupied orbital energy (spin up / spin down): -0.7 / -0.7 eV